{
  "formula": "C3H3GaO2",
  "method": "wB97M-V/def2-TZVPD",
  "e_lumo_ha": [-0.2493, -0.3215],
  "charge": 1,
  "homo_lumo_gap_ev": [8.40, 6.17],
  "homo_ha": [-0.5582, -0.5483],
  "spin_multiplicity": 2,
  "elements": ["O", "Ga", "O", "C", "C", "C", "H", "H", "H"],
  "positions_angstrom": [[1.7042, -0.3636, -0.6107], [3.0372, 0.7104, 0.0795], [-0.8315, 1.8476, 0.0035], [-0.3325, 0.7462, -0.1343], [1.1118, 0.5058, 0.0862], [-1.0316, -0.6103, 0.1091], [-0.9500, -1.2157, -0.8078], [-2.0903, -0.4288, 0.3284], [-0.6173, -1.1916, 0.9462]],
  "atomic_forces_ev_per_a": [[-2.4549, -0.8173, -0.2075], [3.6792, 1.9048, 1.4019], [1.0930, -1.8367, -1.2852], [-2.8656, 0.9750, 3.6196], [0.7085, -0.9900, -2.3124], [-0.7017, 0.1608, -1.1628], [-0.0260, 0.0333, 0.3430], [0.2832, 0.1362, -0.1566], [0.2843, 0.4339, -0.2400]],
  "lowdin_charge": [-0.05, 1.03, 0.19, -0.35, -0.18, 0.03, 0.11, 0.11, 0.11]
}

=====

{
  "formula": "C3H3HgO4",
  "method": "wB97M-V/def2-TZVPD",
  "e_lumo_ha": [-0.0235, -0.0771],
  "homo_lumo_gap_ev": [7.22, 5.64],
  "homo_ha": [-0.2890, -0.2844],
  "spin_multiplicity": 2,
  "elements": ["O", "C", "C", "O", "Hg", "H", "H", "C", "O", "O", "H"],
  "positions_angstrom": [[1.8006, -1.4503, 0.8809], [1.8417, -0.2210, 0.5765], [0.9728, 0.3618, -0.3726], [-0.0588, -0.4020, -0.7380], [0.2015, -2.6018, 0.1309], [2.5342, 0.4609, 1.0990], [0.8482, 1.4415, -0.4819], [-1.6162, -0.0403, -0.1964], [-2.1923, -0.0625, 0.8787], [-2.0055, 0.8567, -1.1097], [-2.3263, 1.6570, -0.6673]],
  "atomic_forces_ev_per_a": [[1.2684, -0.5167, 1.0965], [-1.3976, 2.3324, -1.5559], [1.2449, 0.7973, 3.0530], [-3.9364, -1.4771, -1.2196], [-0.6584, -1.1942, -0.0929], [0.1368, -0.5244, -0.3358], [0.3302, -0.3038, -0.0790], [0.3112, 3.4321, 2.3398], [2.4350, -1.7374, -2.1792], [0.7454, -0.3427, -1.1557], [-0.4795, -0.4656, 0.1287]],
  "lowdin_charge": [-0.32, -0.32, -0.23, -0.28, 0.96, 0.12, 0.11, -0.38, 0.11, 0.10, 0.14]
}

=====

{
  "formula": "C3H3I",
  "method": "wB97M-V/def2-TZVPD",
  "e_lumo_ha": [0.0015, 0.0016],
  "homo_lumo_gap_ev": [8.13, 8.13],
  "homo_ha": [-0.2972, -0.2971],
  "elements": ["C", "C", "C", "I", "H", "H", "H"],
  "positions_angstrom": [[0.3959, -0.2716, 0.2634], [1.6680, -1.3503, 0.4892], [-0.8740, 0.2202, -0.1307], [2.5117, 0.6175, 0.0647], [-1.5012, -0.7241, 0.1745], [-0.9604, 0.2889, -1.1835], [-1.2400, 1.2193, 0.3223]],
  "atomic_forces_ev_per_a": [[8.4083, -6.0111, 1.8981], [-7.4860, 4.7163, -0.9583], [-2.1861, -0.1556, 1.3271], [0.3095, 1.1787, -0.3301], [0.5288, 1.9215, -0.3320], [-0.1357, 0.1831, -1.2877], [0.5612, -1.8329, -0.3171]],
  "lowdin_charge": [-0.58, -0.35, -0.21, 0.83, 0.14, 0.06, 0.12]
}

=====

{
  "formula": "C3H3IN2O",
  "method": "wB97M-V/def2-TZVPD",
  "e_lumo_ha": [-0.1382, -0.1384],
  "homo_lumo_gap_ev": [4.63, 4.64],
  "homo_ha": [-0.3085, -0.3088],
  "elements": ["C", "C", "C", "N", "N", "O", "I", "H", "H", "H"],
  "positions_angstrom": [[0.6484, -0.8135, 1.3606], [-0.1611, -0.2939, -0.8846], [0.4162, 0.1429, 0.3344], [0.7269, -1.5019, 2.2951], [-0.2222, 0.5440, -1.8814], [1.0793, 1.2990, 0.3854], [-3.2022, 0.1031, 0.9113], [-0.3230, -1.4075, -0.9338], [-0.4172, 0.2493, -2.7936], [1.4549, 1.6786, 1.2065]],
  "atomic_forces_ev_per_a": [[-0.5321, -0.7330, 1.9523], [-0.4134, -0.0185, -3.7670], [0.9684, 1.7208, 1.5522], [0.2272, 0.7168, -1.3114], [1.0176, 0.0169, 3.6331], [-0.9838, -0.4418, -0.6928], [1.1390, -0.0239, -0.1190], [-0.1869, 1.1131, 0.0854], [-0.7233, -1.2739, -1.2731], [-0.5128, -1.0765, -0.0596]],
  "lowdin_charge": [-0.16, -0.26, -0.29, 0.23, 0.17, 0.14, -0.19, 0.14, 0.04, 0.17]
}

=====

{
  "formula": "C3H3IN2O",
  "method": "wB97M-V/def2-TZVPD",
  "e_lumo_ha": -0.0259,
  "homo_lumo_gap_ev": 8.58,
  "homo_ha": -0.3412,
  "elements": ["C", "C", "C", "N", "N", "O", "I", "H", "H", "H"],
  "positions_angstrom": [[1.2142, 1.6261, 0.0704], [-0.7195, -1.3627, -0.1286], [-1.9468, -1.6671, 0.1934], [0.3717, 2.0949, -0.6195], [1.9991, 1.2128, 0.8846], [0.4169, -1.3638, -0.3557], [3.4485, -0.1836, 0.3687], [-2.4281, -2.0457, 1.0669], [-2.7271, -1.3462, -0.4763], [0.3711, 3.0352, -1.0038]],
  "atomic_forces_ev_per_a": [[1.2916, 0.1319, 0.3140], [0.2597, -1.6941, 1.1373], [-1.3020, 0.8961, -1.0535], [-2.4251, 1.0935, -1.6478], [1.5402, -1.5075, 1.1456], [-0.0560, 0.7971, -0.4004], [-0.5428, 0.7389, 0.1409], [0.8801, -0.2395, 0.8412], [0.1053, 0.2309, -0.5609], [0.2489, -0.4473, 0.0835]],
  "lowdin_charge": [-0.57, -0.27, 0.01, 0.17, -0.38, 0.09, 0.76, 0.05, 0.05, 0.09]
}

=====

{
  "formula": "C3H3IO2",
  "method": "wB97M-V/def2-TZVPD",
  "e_lumo_ha": -0.0029,
  "homo_lumo_gap_ev": 8.58,
  "homo_ha": -0.3181,
  "elements": ["C", "C", "C", "O", "O", "I", "H", "H", "H"],
  "positions_angstrom": [[2.7133, -0.9661, 0.4015], [-2.0436, 0.8320, -0.3407], [-1.2105, -0.2893, -0.7406], [3.7123, -0.8498, -0.1654], [-2.0241, -0.4145, 0.2966], [1.1026, 0.4954, 0.1214], [-1.5171, 1.7600, 0.0102], [-2.9693, 0.9801, -0.7493], [2.2364, -1.5479, 1.1664]],
  "atomic_forces_ev_per_a": [[-1.8519, 1.5744, 0.1461], [1.4879, 2.5271, 0.4291], [-1.2079, -1.9904, -0.9962], [1.3336, -0.6907, -0.3317], [1.1604, -0.6726, 1.0837], [1.0548, 0.8486, 0.2199], [-0.7036, -1.1183, 0.5596], [-1.9955, 0.7501, -1.5397], [0.7222, -1.2283, 0.4292]],
  "lowdin_charge": [-0.61, -0.30, -0.29, 0.03, -0.08, 1.06, 0.08, 0.06, 0.04]
}

=====

{
  "formula": "C3H3IO2",
  "method": "wB97M-V/def2-TZVPD",
  "e_lumo_ha": -0.0013,
  "smiles": "O=C1OC[C@@H]1I",
  "homo_lumo_gap_ev": 9.88,
  "homo_ha": -0.3644,
  "elements": ["C", "C", "C", "O", "O", "I", "H", "H", "H"],
  "positions_angstrom": [[-0.6820, 1.8811, 0.0788], [0.1489, 0.0692, -0.4647], [-1.0822, 0.5561, 0.6076], [-1.0864, 2.9571, 0.2413], [0.3066, 1.4537, -0.7500], [-2.9526, -0.1764, -0.1051], [0.9207, -0.5229, -0.0961], [-0.1676, -0.4303, -1.3525], [-0.9908, 0.3539, 1.7703]],
  "atomic_forces_ev_per_a": [[0.1528, -1.1843, -0.2430], [-3.4677, 0.8114, 1.3142], [1.6088, -2.9728, 0.4951], [-0.4781, 2.3654, 0.2150], [1.1205, 0.6515, -0.0898], [0.0469, 0.2645, 0.2873], [1.9053, -0.0929, 1.1863], [-0.8402, -0.3115, -0.5293], [-0.0481, 0.4688, -2.6358]],
  "lowdin_charge": [-0.64, -0.14, -0.57, 0.17, 0.03, 0.85, 0.09, 0.08, 0.13]
}

=====

{
  "formula": "C3H3IO2",
  "method": "wB97M-V/def2-TZVPD",
  "e_lumo_ha": [-0.0156, -0.0175],
  "homo_lumo_gap_ev": [7.42, 7.37],
  "homo_ha": [-0.2884, -0.2883],
  "elements": ["C", "C", "C", "O", "O", "I", "H", "H", "H"],
  "positions_angstrom": [[0.8671, -1.4435, -0.1060], [-0.9554, 0.9508, -0.2259], [0.3902, 0.8384, 0.3117], [1.1074, -1.8104, -1.1615], [0.2999, 1.4985, -0.8406], [0.3958, -2.5987, 1.6334], [-1.3941, 0.1071, -0.6862], [-1.7875, 1.6322, -0.0665], [1.0766, 0.8256, 1.1416]],
  "atomic_forces_ev_per_a": [[-0.8938, 4.0894, 1.1504], [0.3076, 0.5163, 0.1202], [-0.3139, -2.9353, -0.8878], [0.5221, -1.0658, -1.7211], [-0.3894, -0.3017, 0.4222], [-0.1505, -0.7237, 0.8559], [0.2636, -1.1274, -0.8009], [0.8351, 0.7557, 0.7613], [-0.1809, 0.7926, 0.0999]],
  "lowdin_charge": [-0.79, -0.05, -0.13, 0.00, 0.02, 0.64, 0.09, 0.11, 0.11]
}

=====

{
  "formula": "C3H3InO",
  "method": "wB97M-V/def2-TZVPD",
  "e_lumo_ha": -0.0255,
  "homo_lumo_gap_ev": 8.84,
  "homo_ha": -0.3502,
  "elements": ["C", "C", "C", "H", "H", "H", "O", "In"],
  "positions_angstrom": [[0.2280, 0.1627, 0.1923], [-1.1717, 0.3250, -0.4762], [-0.7889, -0.5108, 0.6838], [-1.3908, -0.1430, -1.4487], [-1.7031, 1.2795, -0.3389], [-1.1744, -1.1237, 1.4961], [3.8010, -0.3652, -0.0913], [2.1999, 0.3756, -0.0171]],
  "atomic_forces_ev_per_a": [[-2.5752, -0.2032, -0.2007], [0.1190, 0.2915, -0.2726], [0.6155, 0.6618, 0.2588], [0.2460, 0.1084, 0.4307], [0.1841, -0.4381, 0.0845], [0.2444, 0.0901, -0.3910], [2.6490, -0.4673, -0.2394], [-1.4828, -0.0433, 0.3299]],
  "lowdin_charge": [-0.34, -0.18, -0.11, 0.08, 0.08, 0.10, -0.67, 1.03]
}

=====

{
  "formula": "C3H3Li2O2",
  "method": "wB97M-V/def2-TZVPD",
  "e_lumo_ha": [-0.1662, -0.1501],
  "charge": 1,
  "homo_lumo_gap_ev": [5.45, 5.47],
  "homo_ha": [-0.3664, -0.3512],
  "elements": ["O", "C", "C", "H", "H", "H", "O", "C", "Li", "Li"],
  "positions_angstrom": [[1.3716, -1.7847, -0.5679], [1.3520, -0.7149, -0.1809], [1.4387, 0.6342, 0.4187], [1.9529, 0.3513, 1.3461], [1.3937, 1.6055, 0.9146], [0.9953, 1.1928, -0.4185], [-2.3198, 0.2213, -0.1883], [-1.9847, 1.1406, 0.3917], [-2.3217, -1.9113, 0.2747], [-1.8780, -0.7347, -1.9901]],
  "atomic_forces_ev_per_a": [[-0.1811, -1.0976, -0.2576], [0.5295, 3.0249, 1.5617], [-0.7724, -4.4047, -2.0300], [1.2766, -1.1490, 0.8126], [-0.5970, 2.8907, 1.8569], [-0.2648, 0.7297, -1.9337], [-0.1996, -0.0011, -0.1176], [0.2221, 0.5839, 0.3553], [-0.0633, -0.5349, 0.3293], [0.0498, -0.0420, -0.5768]],
  "lowdin_charge": [0.19, -0.18, -0.21, 0.09, 0.06, 0.05, -0.21, 0.11, 0.55, 0.55]
}